DFT (wB97M-V/def2-TZVPD) results for C19H24N4O5PPdS as an isolated structure.

Structure (XYZ):
```
55
Properties=species:S:1:pos:R:3:forces:R:3
Pd 0.977917 0.160636 0.361109 -0.18 -0.05 0.13
C -0.469832 -1.666238 4.195689 0.00 -0.01 -0.04
C -0.072802 -0.708518 3.134010 -0.15 0.43 -0.05
N 0.925393 -0.893696 2.294828 -0.27 -0.50 0.19
N 1.664881 -1.957282 2.485173 0.04 0.29 -0.13
C 2.794624 -1.910077 1.677404 0.17 -0.02 -0.07
N 3.505094 -3.019100 1.698755 0.03 -0.20 0.03
S 3.280109 -0.534364 0.837302 0.18 0.08 -0.01
C -0.709226 0.616300 3.002643 0.17 -0.41 0.03
C -1.684574 1.033033 3.889392 -0.15 0.10 0.11
C -2.133947 2.347119 3.816824 -0.06 -0.07 0.10
C -1.574066 3.189119 2.881162 0.05 0.09 -0.11
C -0.609040 2.679164 2.011978 -0.03 0.02 0.06
N -0.201617 1.423276 2.053066 0.11 0.22 -0.11
H 0.108747 -2.579935 4.129649 -0.01 -0.01 0.01
H -1.532190 -1.901672 4.091152 0.03 0.02 0.01
H -0.326313 -1.219402 5.182643 0.00 0.00 -0.03
H 3.173637 -3.824027 2.211419 0.01 0.03 -0.02
H 4.340614 -3.096188 1.141457 -0.01 -0.04 0.02
H -2.074363 0.355310 4.637002 0.01 0.05 -0.04
H -2.894876 2.703526 4.498670 0.02 -0.01 -0.02
H -1.872208 4.226606 2.808229 0.03 -0.03 0.00
H -0.146020 3.309558 1.263985 -0.01 0.01 -0.02
O 2.609635 -4.846691 -3.584102 0.07 -0.02 -0.01
C 2.282811 -3.914174 -2.915765 -0.19 0.03 0.00
C 2.359291 -2.427186 -3.312603 -0.05 0.05 0.20
O 2.692918 -1.972818 -4.370124 0.07 -0.03 -0.07
C 1.882522 -1.646393 -2.116362 0.09 -0.04 0.01
C 1.305027 -2.563951 -1.145192 -0.07 -0.10 -0.14
O 0.646803 -2.193632 -0.159324 0.08 -0.05 0.01
C 1.681438 -3.970068 -1.500158 0.23 0.27 0.06
O 1.637131 -4.920762 -0.763832 -0.10 -0.09 -0.05
O 1.948774 -0.420547 -1.948798 -0.07 0.04 -0.11
C -2.967709 2.349859 -2.013487 0.00 0.01 0.04
C -1.933478 2.083125 -0.916441 -0.05 0.02 -0.02
P -0.504606 1.049303 -1.420429 0.09 0.11 0.16
C 0.467119 2.149237 -2.507260 -0.01 0.04 -0.05
C 1.581912 2.903660 -1.785894 -0.08 0.08 -0.02
C -1.232391 -0.206247 -2.505551 -0.09 -0.15 0.02
C -2.165232 -1.161444 -1.757616 -0.05 0.04 -0.04
H -3.667108 3.118705 -1.684783 0.00 -0.02 0.00
H -3.547414 1.457177 -2.247467 0.03 0.02 0.00
H -2.507179 2.704064 -2.937014 0.01 0.00 0.03
H -2.403020 1.622142 -0.045575 -0.04 -0.01 0.01
H -1.507857 3.029072 -0.576281 0.02 0.03 0.03
H -0.233329 2.851910 -2.964364 0.01 -0.01 -0.09
H 0.879384 1.527178 -3.301228 0.04 -0.02 0.01
H 1.187711 3.594437 -1.035598 -0.01 -0.03 0.00
H 2.162303 3.493132 -2.495630 -0.04 0.01 0.01
H 2.269560 2.218309 -1.295318 0.06 -0.10 0.04
H -0.410673 -0.736599 -2.985599 -0.01 -0.03 0.02
H -1.762894 0.324356 -3.297368 -0.03 -0.01 -0.07
H -2.505416 -1.957234 -2.420373 0.00 0.03 0.01
H -3.054084 -0.646313 -1.384327 0.06 -0.01 -0.02
H -1.661870 -1.624730 -0.909659 0.04 -0.02 0.01
```
Forces are in eV/Å.

Calculated values
**Charge**: +1
**2S+1**: 5
**LUMO energy (spin up / spin down)**: -4.15 / -6.25 eV
**M**: 557.89 g mol⁻¹
**HOMO level (spin up / spin down)**: -10.81 / -11.26 eV
**Gap between HOMO and LUMO (spin up / spin down)**: 6.66 / 5.01 eV
**Energy**: -2200.732610 a.u.

Electronic structure analysis, natural (NBO) charges in units of e: 0.906, -0.707, 0.382, -0.272, -0.171, 0.236, -0.700, -0.026, 0.100, -0.182, -0.143, -0.209, 0.070, -0.440, 0.273, 0.260, 0.261, 0.432, 0.430, 0.241, 0.245, 0.246, 0.215, -0.405, 0.373, 0.363, -0.427, 0.296, 0.284, -0.621, 0.361, -0.456, -0.584, -0.616, -0.726, 0.959, -0.725, -0.604, -0.730, -0.620, 0.232, 0.217, 0.213, 0.234, 0.230, 0.233, 0.264, 0.195, 0.239, 0.217, 0.248, 0.242, 0.236, 0.206, 0.225

=====

DFT (wB97M-V/def2-TZVPD) results for C19H24N5O2PS3W as an isolated structure.

Structure (XYZ):
```
55
Properties=species:S:1:pos:R:3:forces:R:3
W -0.318577 -0.257512 1.051064 0.07 -0.23 -0.99
S 1.926399 0.138957 0.729356 0.18 0.33 0.10
C 2.198880 1.862826 0.913451 0.12 -0.43 -0.03
C 3.542881 2.293311 1.084715 -0.08 -0.01 -0.09
N 4.629133 2.641665 1.223430 0.10 -0.02 0.07
C 1.139360 2.686260 0.801948 -0.36 0.00 -0.09
S -0.435356 1.973451 0.511833 0.17 0.67 0.06
C 1.211243 4.106707 0.829840 -0.06 -0.13 -0.03
N 1.220912 5.254698 0.879952 0.01 0.09 0.01
N -4.870741 1.429773 -1.803756 -0.04 0.02 -0.08
C -4.210011 0.777524 -0.874081 0.22 -0.06 0.08
C -2.776669 0.702936 -0.851468 -0.02 -0.11 -0.09
N -2.191752 -0.017249 0.093748 -0.27 0.12 0.30
C -2.915695 -0.643682 1.051573 -0.28 -0.12 -0.06
C -4.315242 -0.511560 1.029766 0.27 -0.10 0.13
N -4.921078 0.183664 0.109356 -0.16 0.09 -0.11
H -4.425604 1.900779 -2.577619 0.00 0.00 0.01
H -5.882691 1.462242 -1.751655 0.01 0.00 0.00
H -2.155343 1.213351 -1.574462 0.00 0.02 0.02
H -2.427736 -1.349575 1.734084 -0.03 0.11 -0.07
H -4.926537 -0.995148 1.784542 0.01 0.01 0.00
C -1.179769 1.233202 5.077360 0.14 -0.13 -0.01
P 0.103410 0.151744 4.476689 0.02 0.13 0.07
C 0.125763 -1.414635 5.325479 -0.01 0.17 -0.06
C 1.707404 0.939565 4.484585 -0.19 -0.13 0.05
O -0.274305 -0.171106 2.903793 -0.06 -0.29 0.38
H -1.030012 1.351814 6.155831 0.02 0.02 0.01
H -2.167150 0.797438 4.918495 0.02 -0.04 0.00
H -1.117650 2.217460 4.611283 0.02 -0.02 -0.03
H 0.407365 -1.213198 6.364197 0.00 0.00 0.02
H 0.868079 -2.087620 4.895715 0.02 0.03 -0.02
H -0.860520 -1.879916 5.322818 -0.02 0.03 -0.02
H 2.008943 1.055008 5.531519 -0.02 0.01 0.02
H 1.658272 1.932428 4.036145 -0.03 -0.01 -0.02
H 2.458599 0.320922 3.991045 -0.03 -0.02 -0.01
C -0.860873 -8.747131 -0.075619 0.04 -0.04 0.14
C -0.568310 -7.310132 -0.237084 0.00 0.09 -0.01
C 0.298443 -6.637919 0.675734 0.00 0.00 -0.09
C 0.618967 -5.325848 0.511355 0.17 -0.07 -0.01
C 0.055712 -4.613768 -0.585362 0.03 0.23 -0.10
C -0.862409 -5.259973 -1.474282 -0.27 0.00 0.11
C -1.138327 -6.586972 -1.306394 0.06 0.06 0.02
S 0.465365 -3.088513 -1.105084 0.26 -0.75 -0.73
C 2.222381 -2.882802 -0.817529 -0.15 -0.09 0.08
O -0.078336 -1.796558 0.120810 0.21 0.52 1.19
H -0.432677 -9.159249 0.834074 -0.01 -0.02 -0.02
H -0.455372 -9.295016 -0.934747 -0.05 -0.01 -0.02
H -1.941141 -8.919084 -0.081186 0.01 -0.02 -0.07
H 0.724024 -7.199759 1.496671 0.00 -0.01 0.01
H 1.308999 -4.849139 1.196468 -0.03 0.02 -0.01
H -1.296065 -4.711606 -2.301974 -0.01 0.02 -0.01
H -1.795349 -7.090828 -2.003313 0.00 -0.03 -0.01
H 2.511171 -3.038353 0.219363 -0.05 0.01 0.03
H 2.522637 -1.912371 -1.204342 -0.03 0.02 0.02
H 2.657622 -3.668781 -1.441861 0.04 0.03 -0.02
```
Forces are in eV/Å.

Calculated values
**Charge**: +4
**LUMO energy**: -14.71 eV
**M**: 665.45 g mol⁻¹
**HOMO level**: -20.28 eV
**Gap between HOMO and LUMO**: 5.58 eV
**Energy**: -2764.128282 a.u.

Electronic structure analysis, natural (NBO) charges in units of e: 1.652, 0.277, -0.217, 0.136, -0.036, -0.208, 0.243, 0.137, -0.032, -0.671, 0.404, -0.010, -0.445, -0.145, 0.112, -0.332, 0.438, 0.460, 0.256, 0.235, 0.261, -1.008, 1.884, -1.008, -1.013, -0.969, 0.321, 0.293, 0.296, 0.320, 0.287, 0.295, 0.325, 0.288, 0.287, -0.689, 0.242, -0.202, -0.091, -0.401, -0.073, -0.231, 1.194, -0.789, -0.807, 0.259, 0.299, 0.286, 0.267, 0.229, 0.257, 0.277, 0.266, 0.280, 0.315

=====

DFT (wB97M-V/def2-TZVPD) results for C19H24N6O3PPtS as an isolated structure.

Structure (XYZ):
```
55
Properties=species:S:1:pos:R:3:forces:R:3
Pt 0.869842 1.399169 0.339076 -0.41 -0.25 -0.20
S -0.196930 3.073711 1.414101 0.19 0.27 0.33
C 0.970360 3.024085 2.756907 -0.06 -0.10 -0.22
C 0.969552 3.908713 3.826489 -0.05 0.02 -0.06
C 1.969745 3.764458 4.770819 0.05 -0.02 0.03
C 2.930568 2.770382 4.616046 -0.03 0.05 0.06
C 2.841887 1.936825 3.518447 -0.20 0.09 -0.01
N 1.867601 2.051726 2.610618 0.30 -0.14 0.29
H 0.223945 4.688393 3.901947 0.01 -0.01 0.01
H 2.009740 4.434462 5.619760 0.00 -0.01 0.00
H 3.728451 2.645170 5.333938 0.00 0.01 -0.01
H 3.564114 1.147664 3.350295 -0.01 -0.01 0.00
C -1.781674 -0.646267 1.676644 0.02 0.01 -0.02
C -0.544970 -1.316967 1.192783 0.02 -0.02 0.03
N 0.588074 -0.715021 0.863036 0.21 -0.05 -0.15
C 1.491988 -1.710962 0.522783 0.02 0.10 0.12
C 0.896264 -2.915816 0.656775 -0.04 -0.01 0.04
N -0.388001 -2.653242 1.089790 -0.05 -0.08 -0.07
C -1.400592 -3.685720 1.305778 0.10 0.05 -0.04
N -1.644335 -4.430356 0.113088 -0.01 -0.08 0.15
N -1.061972 -5.657610 -0.019144 -0.04 0.01 -0.19
N -1.333268 -6.130461 -1.168353 -0.04 0.16 0.09
C -2.111205 -5.207918 -1.849945 0.08 -0.22 -0.10
C -2.657778 -5.264522 -3.134962 0.00 -0.01 -0.02
C -3.392126 -4.179660 -3.550725 -0.01 0.04 0.03
C -3.586252 -3.059343 -2.713002 0.01 -0.03 -0.04
C -3.053744 -2.992876 -1.445431 0.00 -0.05 0.01
C -2.310820 -4.103844 -1.032363 -0.02 0.15 0.06
H -1.646206 0.432150 1.637372 0.02 0.02 -0.01
H -1.995972 -0.923053 2.710154 0.01 0.00 -0.01
H -2.648877 -0.905341 1.068665 0.01 -0.01 -0.01
H 2.506095 -1.489550 0.236217 -0.03 0.01 -0.01
H 1.248450 -3.920964 0.494139 -0.03 0.03 0.00
H -2.309125 -3.211780 1.667934 -0.02 0.03 -0.02
H -1.038580 -4.394336 2.046147 -0.02 -0.02 0.05
H -2.503983 -6.130842 -3.764043 0.00 0.02 0.02
H -3.837094 -4.178683 -4.536526 0.00 0.01 0.01
H -4.177116 -2.230359 -3.080209 0.00 -0.01 0.00
H -3.218985 -2.131559 -0.812123 0.01 -0.01 0.00
C 2.557523 5.024173 -1.752099 -0.07 -0.04 0.06
O 2.131542 4.007341 -0.809715 0.13 0.10 -0.03
P 1.129855 2.871295 -1.207734 -0.16 0.00 -0.10
O 1.701871 2.191203 -2.525759 0.02 -0.13 -0.10
C 2.632070 1.092110 -2.489407 -0.01 0.08 0.00
O -0.113570 3.665880 -1.754598 0.02 0.02 0.06
C -1.385887 3.051652 -2.031456 0.08 -0.02 -0.09
H 3.055800 4.561033 -2.600923 0.00 -0.01 -0.01
H 3.248600 5.658306 -1.208952 0.02 0.01 0.00
H 1.697268 5.600288 -2.084599 0.00 0.00 0.00
H 2.170949 0.238914 -2.979696 -0.01 0.00 -0.01
H 2.906010 0.824844 -1.465338 -0.01 0.04 0.02
H 3.531981 1.388415 -3.022030 -0.01 0.01 -0.02
H -1.473556 2.899427 -3.104571 0.00 -0.01 0.00
H -2.152456 3.737604 -1.684320 0.00 0.02 0.00
H -1.475074 2.097660 -1.511723 0.01 -0.02 0.04
```
Forces are in eV/Å.

Calculated values
**Charge**: +1
**LUMO energy**: -4.11 eV
**M**: 642.56 g mol⁻¹
**HOMO level**: -11.00 eV
**Gap between HOMO and LUMO**: 6.88 eV
**Energy**: -2151.378076 a.u.

Electronic structure analysis, natural (NBO) charges in units of e: 0.375, 0.048, 0.053, -0.262, -0.134, -0.263, 0.059, -0.538, 0.236, 0.232, 0.235, 0.204, -0.676, 0.424, -0.623, -0.068, -0.076, -0.332, -0.039, -0.237, -0.016, -0.179, 0.017, -0.154, -0.226, -0.174, -0.271, 0.156, 0.260, 0.247, 0.233, 0.226, 0.255, 0.225, 0.250, 0.239, 0.229, 0.223, 0.211, -0.256, -0.820, 2.050, -0.824, -0.250, -0.823, -0.252, 0.194, 0.213, 0.203, 0.206, 0.173, 0.211, 0.204, 0.210, 0.190